Entry w
Below is a single C4H3N3 molecule, with properties calculated with ωB97M-V/def2-TZVPD.

Results
SMILES   N#C/C=C(\N)C#N
Gap between HOMO and LUMO   9.20 eV
LUMO energy   -0.5 eV

Last column: Mulliken charge in e.
Positions of all 10 atoms, in Å:
1 C -0.04135 0.20763 -0.37356  0.61
2 C -0.94162 0.13139 0.74642  -0.40
3 C -0.25297 -0.92010 1.62008  0.20
4 C -0.25983 1.40971 -1.31046  0.00
5 H 1.13883 -1.28531 -0.10138  0.22
6 H 1.62748 -0.47741 -1.37031  0.23
7 H -1.83972 0.82840 0.96304  0.33
8 N 0.93538 -0.66682 -0.82511  -0.40
9 N -0.13676 -1.81480 2.30651  -0.39
10 N -0.22946 2.58731 -1.65523  -0.39


Entry x
Below is a single C4H3N3 molecule, with properties calculated with ωB97M-V/def2-TZVPD.

Results
SMILES   C#Cc1cnn[nH]1
Gap between HOMO and LUMO   9.51 eV
LUMO energy   -0.3 eV

Last column: Mulliken charge in e.
Positions of all 10 atoms, in Å:
1 C 2.64740 -0.18276 0.20956  -0.56
2 C 1.42011 -0.18295 0.29652  -0.07
3 C 0.03046 -0.05735 0.18094  0.56
4 C -0.72152 1.04538 -0.16280  -0.30
5 N -2.02103 0.67262 -0.21601  -0.26
6 N -2.11332 -0.59105 0.06858  -0.56
7 N -0.88538 -1.04877 0.27665  0.25
8 H 2.77264 0.32696 -0.74386  0.27
9 H -0.38639 2.05122 -0.37994  0.43
10 H -0.74297 -2.03329 0.47037  0.25


Ordering by calculated energy gives the sequence entry w, entry x, with the first entry being the most stable.


Entry w
Below is a single C4H3N3 molecule, with properties calculated with ωB97M-V/def2-TZVPD.

Results
SMILES   C#Cc1cnn[nH]1
Gap between HOMO and LUMO   9.67 eV
LUMO energy   0.3 eV

Last column: Mulliken charge in e.
Positions of all 10 atoms, in Å:
1 C 2.31427 0.07596 -0.32569  -0.16
2 C 1.43970 -0.29051 0.42726  -0.43
3 C 0.01226 -0.16828 0.46690  0.45
4 C -0.61039 0.97536 0.03965  -0.34
5 N -1.91308 0.71566 -0.21267  -0.24
6 N -2.14124 -0.53571 0.02261  -0.53
7 N -0.98478 -1.08293 0.46975  0.16
8 H 2.89053 0.47669 -1.13929  0.35
9 H -0.14246 1.92007 -0.16917  0.44
10 H -0.86482 -2.08631 0.42065  0.29


Entry x
Below is a molecular structure, C4H3N3, with properties calculated with ωB97M-V/def2-TZVPD.

Results
Gap between HOMO and LUMO   9.53 eV
LUMO energy   -0.5 eV

Last column: Mulliken charge in e.
Positions of all 10 atoms, in Å:
1 C -1.13756 -1.59247 -0.11571  -0.30
2 C -1.75401 -0.57313 0.37459  -0.51
3 C -0.54527 0.17304 0.21733  0.63
4 C 0.76120 -0.33651 0.58072  -0.47
5 N 1.71064 0.49627 -0.03697  -0.17
6 N 1.11423 1.36796 -0.72598  -0.40
7 N -0.24374 1.20616 -0.58984  0.16
8 H 0.26622 -1.55070 0.01645  0.40
9 H 1.00508 -0.73595 1.56126  0.42
10 H -0.86304 1.77554 -1.14729  0.24


Entry y
Below is a single C4H3N3 molecule, with properties calculated with ωB97M-V/def2-TZVPD.

Results
SMILES   N#Cc1ncc[nH]1
Gap between HOMO and LUMO   10.05 eV
LUMO energy   0.6 eV

Last column: Mulliken charge in e.
Positions of all 10 atoms, in Å:
1 N -1.30538 -1.36374 -2.75896  -0.40
2 C -0.85042 -0.79966 -1.85787  0.30
3 C -0.38448 -0.13793 -0.68724  0.30
4 N -1.21373 0.37770 0.17771  -0.52
5 C -0.45903 0.69016 1.26264  -0.32
6 C 0.87791 0.41620 1.02731  -0.26
7 N 0.89669 -0.13028 -0.23216  -0.07
8 H -1.09575 0.82348 2.11780  0.39
9 H 1.81478 0.54860 1.56070  0.38
10 H 1.69728 -0.46273 -0.74736  0.20


Entry z
Below is a single C4H3N3 molecule, with properties calculated with ωB97M-V/def2-TZVPD.

Results
Gap between HOMO and LUMO   8.45 eV
LUMO energy   -0.3 eV

Last column: Mulliken charge in e.
Positions of all 10 atoms, in Å:
1 C -1.13854 0.56600 -0.01729  -0.12
2 C -1.52762 -0.74528 -0.02820  -0.42
3 C 1.23667 0.58353 -0.03424  0.48
4 C 0.70370 -1.17144 0.29584  0.01
5 N 0.08184 0.85014 -0.23731  -0.15
6 N -0.42292 -1.56887 0.18766  -0.22
7 N 2.40215 0.97307 -0.11482  -0.63
8 H -1.75206 1.41916 -0.05271  0.38
9 H -2.53539 -1.07699 0.03099  0.38
10 H 2.95217 0.17069 -0.02993  0.28


Ordering by calculated energy gives the sequence entry y, entry w, entry z, entry x, with the first entry being the most stable.


Entry w
Below is a single C4H3N3 molecule, with properties calculated with ωB97M-V/def2-TZVPD.

Results
Gap between HOMO and LUMO (alpha / beta)   7.73 / 7.74 eV
LUMO energy (alpha / beta)   -1.1 / -1.1 eV

Last column: Mulliken charge in e.
Positions of all 10 atoms, in Å:
1 N -1.31421 1.96699 1.68116  -0.60
2 C -0.53286 1.32137 1.06911  0.25
3 C 0.89068 1.02850 0.72553  0.32
4 N 1.59230 0.16964 0.29105  -0.20
5 C 1.17907 -0.86195 -0.54031  -0.58
6 C -0.18091 -0.80670 -0.69615  0.11
7 N -0.89812 0.18874 -0.16294  -0.33
8 H 1.88367 -1.56802 -0.94725  0.39
9 H -0.70943 -1.56825 -1.26338  0.36
10 H -1.91017 0.12969 -0.15683  0.28


Entry x
Below is a single C4H3N3 molecule, with properties calculated with ωB97M-V/def2-TZVPD.

Results
SMILES   C#Cc1cnn[nH]1
Gap between HOMO and LUMO   9.45 eV
LUMO energy   0.2 eV

Last column: Mulliken charge in e.
Positions of all 10 atoms, in Å:
1 C 2.26226 0.15079 -0.16137  -0.16
2 C 1.39106 -0.30160 0.54178  -0.43
3 C -0.02230 -0.15484 0.46821  0.52
4 C -0.60243 0.95542 -0.09642  -0.40
5 N -1.84562 0.63367 -0.50215  -0.25
6 N -2.08129 -0.60432 -0.19277  -0.53
7 N -0.98409 -1.08934 0.39994  0.22
8 H 2.70569 0.64975 -0.98507  0.35
9 H -0.14548 1.92466 -0.22357  0.44
10 H -0.99514 -2.03640 0.73766  0.24


Ordering by calculated energy gives the sequence entry x, entry w, with the first entry being the most stable.


Entry w
Below is 3 unconnected molecules or ions with the total composition C2H8O2, with properties calculated with ωB97M-V/def2-TZVPD.

Results
Charge   -1
Gap between HOMO and LUMO (alpha / beta)   3.15 / 10.52 eV
2S+1   2
LUMO energy (alpha / beta)   4.2 / 4.0 eV

Last column: Mulliken spin population.
Positions of all 12 atoms, in Å:
1 C -1.05219 -1.89437 0.77308  0.31
2 C -0.42125 -1.71808 1.94308  0.23
3 H -1.74536 -1.25205 0.25389  -0.12
4 H -0.86351 -2.84411 0.18871  -0.01
5 H -0.74374 -1.00747 2.61961  -0.15
6 H 0.54398 -2.12024 2.00863  -0.07
7 H 2.74930 1.94646 -2.51355  -0.22
8 H 1.20829 1.24674 -2.34891  -0.22
9 O 2.18135 1.12639 -2.19454  0.74
10 H -1.00469 2.37610 -0.40169  -0.48
11 H -0.78145 1.83486 0.98813  -0.24
12 O -0.99663 1.56041 0.05807  1.23


Entry x
Below is 2 unconnected molecules or ions with the total composition C2H8O2, with properties calculated with ωB97M-V/def2-TZVPD.

Results
Charge   -1
Gap between HOMO and LUMO (alpha / beta)   3.12 / 9.61 eV
2S+1   2
LUMO energy (alpha / beta)   4.2 / 4.0 eV

Last column: Mulliken spin population.
Positions of all 12 atoms, in Å:
1 C -0.43321 0.89007 -1.60535  0.69
2 O -1.00815 2.20604 -1.24400  -0.12
3 H -1.75249 1.94971 -0.72562  0.02
4 H 0.23365 1.37072 -2.42640  -0.11
5 H 0.12467 0.47888 -0.78394  0.02
6 H -1.15222 0.03756 -1.77232  -0.02
7 C 1.08147 -0.96944 1.56163  2.07
8 O -0.28841 -0.94312 0.92535  -0.59
9 H -0.65914 -1.94973 1.07222  0.16
10 H 1.42217 -2.01935 1.48797  -0.66
11 H 1.72915 -0.33490 0.92501  0.13
12 H 0.70251 -0.71644 2.58546  -0.59


Ordering by calculated energy gives the sequence entry w, entry x, with the first entry being the most stable.


Entry w
Below is a single C2HF2I2N molecule, with properties calculated with ωB97M-V/def2-TZVPD.

Results
SMILES   [H]/N=C(\I)C(F)(F)I
Gap between HOMO and LUMO   8.67 eV
LUMO energy   -1.1 eV

Last column: Mulliken charge in e.
Positions of all 8 atoms, in Å:
1 C 0.57269 -0.29887 0.17275  -0.02
2 C -0.75097 0.02998 -0.53854  0.37
3 N 1.23854 0.92112 0.61542  -0.50
4 F -1.41113 -1.04145 -0.94103  -0.21
5 F -0.64830 0.79147 -1.70027  -0.21
6 I 0.80642 -2.29504 0.55787  0.20
7 I -2.03864 1.11086 0.80744  0.11
8 H 2.23139 0.78194 1.02635  0.26


Entry x
Below is a single C2HF2I2N molecule, with properties calculated with ωB97M-V/def2-TZVPD.

Results
SMILES   [H]/N=C(\I)C(F)(F)I
Gap between HOMO and LUMO (alpha / beta)   8.80 / 8.80 eV
LUMO energy (alpha / beta)   -0.9 / -0.9 eV

Last column: Mulliken charge in e.
Positions of all 8 atoms, in Å:
1 C -0.85360 0.33947 1.04399  -0.05
2 C -0.93012 0.33871 2.60608  0.34
3 N 0.46517 -0.18010 0.47057  -0.49
4 F -1.41084 -0.84413 2.96103  -0.19
5 F -1.83869 1.15769 3.14808  -0.21
6 I -2.57220 0.90695 0.07188  0.22
7 I 0.96490 0.84804 3.50964  0.11
8 H 0.29579 -0.04181 -0.52501  0.27


Ordering by calculated energy gives the sequence entry w, entry x, with the first entry being the most stable.


Entry w
Below is 2 unconnected molecules or ions with the total composition C4H12O2, with properties calculated with ωB97M-V/def2-TZVPD.

Results
SMILES   CC[C@@H](C)O.O
Gap between HOMO and LUMO   10.93 eV
LUMO energy   0.7 eV

Last column: Mulliken charge in e.
Positions of all 18 atoms, in Å:
1 C -1.15071 -0.31169 0.03893  -1.11
2 C 0.34570 -0.44242 0.10419  -0.70
3 C 0.87170 -0.61232 1.52163  0.50
4 C 2.37686 -0.79528 1.57727  -1.42
5 O 0.47560 0.45845 2.37767  -0.52
6 H -1.50626 -0.60581 -0.94419  0.35
7 H -1.68303 -0.88650 0.79192  0.29
8 H -1.40786 0.72468 0.26265  0.34
9 H 0.83365 0.40583 -0.38464  0.35
10 H 0.68573 -1.31676 -0.46898  0.36
11 H 0.41474 -1.52826 1.90511  0.19
12 H 2.68740 -1.04461 2.59091  0.35
13 H 2.90344 0.11182 1.31442  0.33
14 H 2.64906 -1.59178 0.90255  0.36
15 H -0.03703 1.08214 1.85823  0.32
16 H -3.40506 2.66735 -4.45029  0.32
17 H -2.04647 1.88817 -4.47310  0.32
18 O -3.00745 1.79698 -4.52426  -0.64


Entry x
Below is 2 unconnected molecules or ions with the total composition C4H12O2, with properties calculated with ωB97M-V/def2-TZVPD.

Results
SMILES   CC[C@H](C)O.O
Gap between HOMO and LUMO   11.00 eV
LUMO energy   1.0 eV

Last column: Mulliken charge in e.
Positions of all 18 atoms, in Å:
1 C 0.00687 1.05042 0.13301  -1.11
2 C -1.40230 0.79089 -0.32131  -0.34
3 C -1.74648 -0.71723 -0.26983  -0.05
4 C -3.16920 -0.94825 -1.08289  -1.03
5 O -1.87274 -1.10451 1.20123  -0.54
6 H 0.72337 1.35248 -0.70714  0.26
7 H 0.34282 0.16505 0.76341  0.26
8 H 0.05647 1.80491 0.86484  0.31
9 H -2.21549 1.42685 0.02315  0.42
10 H -1.33615 1.02666 -1.38002  0.29
11 H -1.02418 -1.37901 -0.72864  0.36
12 H -3.14301 -1.95484 -1.59444  0.28
13 H -4.04861 -0.49533 -0.57781  0.32
14 H -2.92961 -0.14799 -1.82486  0.27
15 H -1.11348 -1.62471 1.38104  0.30
16 H 7.30201 0.21708 -0.03425  0.31
17 H 7.04919 0.96861 1.15326  0.32
18 O 6.64816 0.80266 0.28722  -0.63


Ordering by calculated energy gives the sequence entry w, entry x, with the first entry being the most stable.